No. 1
DFT (ωB97M-V/def2-TZVPD) results for an isolated molecule of C3H4ClNS in a non-equilibrium geometry.

XYZ file:
```
10
Properties=species:S:1:pos:R:3:mulliken_charge:R:1
Cl 3.357 -0.280 -0.131 -0.19
C 1.708 0.235 -0.020 -0.35
C 0.683 -0.680 0.059 0.08
N -0.683 -0.444 0.270 -0.14
C -1.647 0.584 -0.027 -0.47
S -2.264 -1.103 -0.165 -0.13
H 1.735 1.340 0.024 0.32
H 0.728 -1.786 0.213 0.28
H -2.114 1.126 0.718 0.27
H -1.504 1.008 -0.940 0.33
```

The value obtained for the LUMO energy is 0.180 eV. The calculation puts the strongest force on any atom at 3.2 eV/A. Its SMILES is Cl/C=C/N1CS1. For the energy, the calculation gives -28020.415 eV. The value obtained for the energy above the lowest of the compared OMol25 structures with the same formula, charge and spin is 61.99 kcal/mol. The HOMO energy comes out at -0.291 Ha.

---

No. 2
DFT (ωB97M-V/def2-TZVPD) results for a 2-piece molecular cluster, C9H16N3O overall in a non-equilibrium geometry.

XYZ file:
```
29
Properties=species:S:1:pos:R:3:mulliken_charge:R:1
C 1.788 -0.615 -2.337 -1.12
C 2.458 -0.872 -0.058 0.77
N 1.567 -0.451 -0.921 -0.05
N 3.524 -1.572 -0.575 -0.47
N 2.405 -0.765 1.265 -0.25
H 0.707 0.041 -0.663 0.13
H 3.306 -2.369 -1.163 0.23
H 4.314 -1.776 0.010 0.24
H 1.561 -0.554 1.770 0.19
H 3.147 -1.049 1.869 0.20
H 1.465 -1.586 -2.727 0.40
H 2.694 -0.273 -2.831 0.43
H 1.066 0.012 -2.886 0.28
C -2.396 1.773 -1.620 -1.32
C -1.431 -0.019 2.161 0.52
C -0.520 0.759 1.501 -0.81
C -2.724 -0.225 1.643 -0.72
C -0.794 1.346 0.279 -0.93
C -2.926 0.261 0.347 -0.70
C -2.019 1.081 -0.344 0.97
O -0.992 -0.676 3.262 -0.52
H 0.364 1.090 2.031 1.09
H -1.579 -1.149 3.853 0.33
H -3.430 -0.903 2.099 0.34
H -0.235 2.223 -0.038 0.47
H -3.976 0.306 0.063 0.34
H -3.234 1.453 -2.238 0.41
H -1.593 1.675 -2.363 0.27
H -2.517 2.835 -1.390 0.30
```

The value obtained for the LUMO energy is -2.686 eV. The calculation puts the strongest force on any atom at 3.0 eV/A. Its total charge is +1. For the energy, the calculation gives -16104.152 eV. The value obtained for the energy above the lowest of the compared OMol25 structures with the same formula, charge and spin is 24.43 kcal/mol. The HOMO energy comes out at -0.424 Ha.

---

No. 3
DFT (ωB97M-V/def2-TZVPD) results for an isolated molecule of C2H6N2S in a non-equilibrium geometry.

XYZ file:
```
11
Properties=species:S:1:pos:R:3:mulliken_charge:R:1
C -0.471 1.572 -0.012 -1.08
C 0.280 0.054 -0.102 0.46
S 1.825 -0.221 0.052 -0.38
N -0.723 -0.852 -0.191 -0.13
N -2.237 -0.633 0.043 -0.65
H 0.210 2.420 -0.207 0.31
H -1.029 1.740 0.989 0.28
H -1.395 1.659 -0.732 0.31
H -0.420 -1.895 0.124 0.29
H -2.293 -0.224 1.039 0.30
H -2.406 0.472 -0.327 0.30
```

The value obtained for the LUMO energy is 0.605 eV. The calculation puts the strongest force on any atom at 6.1 eV/A. Its SMILES is CC(=S)NN. For the energy, the calculation gives -15983.759 eV. The value obtained for the energy above the lowest of the compared OMol25 structures with the same formula, charge and spin is 70.09 kcal/mol. The HOMO energy comes out at -0.319 Ha.

---

Please write out number 2 again, unchanged.
DFT (ωB97M-V/def2-TZVPD) results for a 2-piece molecular cluster, C9H16N3O overall in a non-equilibrium geometry.

XYZ file:
```
29
Properties=species:S:1:pos:R:3:mulliken_charge:R:1
C 1.788 -0.615 -2.337 -1.12
C 2.458 -0.872 -0.058 0.77
N 1.567 -0.451 -0.921 -0.05
N 3.524 -1.572 -0.575 -0.47
N 2.405 -0.765 1.265 -0.25
H 0.707 0.041 -0.663 0.13
H 3.306 -2.369 -1.163 0.23
H 4.314 -1.776 0.010 0.24
H 1.561 -0.554 1.770 0.19
H 3.147 -1.049 1.869 0.20
H 1.465 -1.586 -2.727 0.40
H 2.694 -0.273 -2.831 0.43
H 1.066 0.012 -2.886 0.28
C -2.396 1.773 -1.620 -1.32
C -1.431 -0.019 2.161 0.52
C -0.520 0.759 1.501 -0.81
C -2.724 -0.225 1.643 -0.72
C -0.794 1.346 0.279 -0.93
C -2.926 0.261 0.347 -0.70
C -2.019 1.081 -0.344 0.97
O -0.992 -0.676 3.262 -0.52
H 0.364 1.090 2.031 1.09
H -1.579 -1.149 3.853 0.33
H -3.430 -0.903 2.099 0.34
H -0.235 2.223 -0.038 0.47
H -3.976 0.306 0.063 0.34
H -3.234 1.453 -2.238 0.41
H -1.593 1.675 -2.363 0.27
H -2.517 2.835 -1.390 0.30
```

The value obtained for the LUMO energy is -2.686 eV. The calculation puts the strongest force on any atom at 3.0 eV/A. Its total charge is +1. For the energy, the calculation gives -16104.152 eV. The value obtained for the energy above the lowest of the compared OMol25 structures with the same formula, charge and spin is 24.43 kcal/mol. The HOMO energy comes out at -0.424 Ha.

---

> Which value of energy above the lowest of the compared OMol25 structures with the same formula, charge and spin does entry 2 give?

24.43 kcal/mol

---

> energy above the lowest of the compared OMol25 structures with the same formula, charge and spin of number 1 (C3H4ClNS)?

61.99 kcal/mol

---

> Among the records above, which one has the lowest HOMO energy?

C9H16N3O